A structure of composition C28H29BN6OPtSi in a non-equilibrium geometry, computed with ωB97M-V with the def2-TZVPD basis set.

Calculated values
Multiplicity: 5
Charge: +2
Expectation value of S²: 6.0275
E_LUMO (alpha / beta): -5.89 / -10.26 eV

Element x y z (Å)
H 0.861 -0.905 -2.988
N 0.765 0.830 -1.792
B 0.811 3.177 -0.805
N 1.084 2.151 -1.950
C 1.448 2.335 -3.235
Pt 0.340 -0.041 -0.050
H 1.688 3.329 -3.580
C 1.437 1.098 -3.874
H 1.689 0.893 -4.895
C 1.035 0.158 -2.937
H 0.931 4.319 -1.126
C -0.407 -2.757 4.081
H -0.957 -3.670 4.319
H -0.764 -2.367 3.124
H -0.596 -2.016 4.863
N 1.750 2.753 0.386
N -0.627 2.798 -0.324
N 1.706 1.482 0.842
N -0.945 1.499 -0.055
C 2.634 3.434 1.155
C -1.743 3.539 -0.168
H 2.822 4.473 0.953
H -1.708 4.597 -0.385
C 3.130 2.553 2.107
C -2.757 2.704 0.285
C 2.516 1.318 1.879
C -2.221 1.430 0.391
H 3.842 2.762 2.876
H -3.770 2.977 0.517
H 2.592 0.355 2.373
H -2.626 0.486 0.724
H 0.607 -2.959 4.023
O -0.990 -0.900 -1.232
Si -1.550 -2.407 -1.019
C -3.046 -2.448 0.099
C -4.118 -1.580 -0.149
C -5.318 -1.719 0.559
C -5.440 -2.704 1.546
C -4.344 -3.515 1.855
C -3.140 -3.364 1.156
C -2.041 -2.924 -2.748
C -3.294 -2.604 -3.277
C -3.616 -2.970 -4.589
C -2.685 -3.659 -5.376
C -1.423 -3.964 -4.854
C -1.098 -3.585 -3.546
C -0.443 -3.800 -0.438
C -0.970 -5.098 -0.545
C -0.228 -6.208 -0.130
C 1.052 -6.024 0.400
C 1.579 -4.734 0.509
C 0.840 -3.625 0.079
H -4.024 -0.798 -0.909
H -6.156 -1.059 0.330
H -6.385 -2.835 2.077
H -4.420 -4.276 2.634
H -2.280 -3.983 1.420
H -4.027 -2.075 -2.665
H -4.597 -2.718 -4.993
H -2.942 -3.956 -6.395
H -0.688 -4.498 -5.457
H -0.111 -3.823 -3.141
H -1.973 -5.252 -0.954
H -0.657 -7.207 -0.222
H 1.635 -6.889 0.726
H 2.576 -4.589 0.927
H 1.263 -2.614 0.145